(1)
{
  "formula": "C22H26F16N3O3",
  "method": "ωB97M-V/def2-TZVPD",
  "species": ["C", "C", "C", "N", "C", "N", "N", "C", "C", "O", "C", "C", "C", "C", "C", "C", "H", "H", "H", "H", "H", "H", "H", "H", "H", "H", "H", "H", "H", "H", "H", "H", "H", "H", "C", "C", "C", "F", "F", "F", "F", "O", "C", "C", "F", "F", "F", "F", "H", "H", "H", "H", "C", "C", "C", "F", "F", "F", "F", "O", "C", "C", "F", "F", "F", "F", "H", "H", "H", "H"],
  "xyz": [[4.555, -0.217, 0.774], [5.026, -0.486, -0.713], [4.644, 0.632, -1.760], [3.428, 1.424, -1.423], [2.236, 0.702, -1.502], [2.204, -0.659, -1.969], [1.112, 1.283, -1.106], [-0.135, 0.501, -1.156], [-1.353, 1.232, -0.491], [-1.245, 2.312, 0.044], [-2.703, 0.461, -0.518], [-2.775, -0.828, -1.237], [-4.011, -1.635, -1.297], [-5.201, -1.119, -0.622], [-5.155, 0.153, 0.130], [-3.908, 0.936, 0.168], [3.611, 0.372, 0.879], [4.338, -1.231, 1.227], [5.422, 0.196, 1.380], [4.584, -1.459, -1.044], [6.148, -0.607, -0.704], [5.516, 1.324, -1.878], [4.477, 0.129, -2.758], [3.365, 2.287, -1.971], [1.929, -1.303, -1.226], [1.630, -0.753, -2.808], [1.121, 2.258, -0.777], [-0.403, 0.336, -2.239], [-0.060, -0.512, -0.668], [-1.899, -1.280, -1.774], [-3.993, -2.607, -1.851], [-6.136, -1.732, -0.694], [-6.082, 0.482, 0.652], [-3.905, 1.885, 0.747], [-10.699, 1.647, -2.150], [-11.849, 2.119, -1.239], [-11.445, 2.948, -0.019], [-10.644, 2.266, 0.825], [-12.545, 3.296, 0.692], [-12.590, 1.050, -0.873], [-12.664, 2.898, -2.006], [-10.232, 0.309, -1.964], [-9.275, 0.082, -0.974], [-9.791, -0.824, 0.146], [-10.876, -0.300, 0.745], [-8.842, -0.978, 1.105], [-8.801, 1.258, -0.519], [-8.233, -0.527, -1.590], [-11.104, 1.644, -3.163], [-9.876, 2.363, -2.183], [-10.935, 3.869, -0.319], [-10.059, -1.808, -0.244], [11.133, -1.362, 2.212], [10.471, -2.754, 2.225], [9.448, -3.024, 1.120], [8.393, -2.181, 1.175], [8.944, -4.276, 1.247], [9.934, -2.977, 3.446], [11.471, -3.668, 2.081], [10.596, -0.379, 3.098], [9.493, 0.359, 2.664], [8.250, 0.104, 3.518], [7.897, -1.197, 3.509], [7.189, 0.802, 3.037], [9.278, 0.138, 1.350], [9.844, 1.659, 2.771], [12.151, -1.514, 2.576], [11.257, -0.972, 1.200], [9.907, -2.946, 0.131], [8.421, 0.400, 4.555]],
  "atomic_forces_ev_per_a": [[0.7, -1.1, 0.2], [-0.3, 0.1, 0.4], [1.2, -0.8, -0.6], [-1.3, -1.8, -1.3], [0.3, 0.7, 0.3], [0.5, 1.4, 0.8], [0.4, -1.0, -0.2], [-1.3, 0.0, -0.5], [-1.4, -0.4, 0.4], [0.5, -0.6, -0.6], [-0.9, -1.7, -0.6], [-1.8, 0.0, 0.6], [0.6, 2.6, 1.3], [1.7, 0.8, 0.0], [2.0, -1.1, -1.4], [-0.6, -1.6, -0.7], [1.0, -0.2, -0.1], [0.3, 1.1, -0.4], [-1.4, -0.1, -0.7], [0.4, 0.9, 0.1], [-1.2, 0.1, -0.2], [-1.1, -0.3, 0.2], [0.3, 0.6, 1.0], [0.1, 0.0, 0.7], [0.0, 0.1, -0.4], [0.1, 0.0, 0.4], [-0.3, -0.6, 0.1], [0.2, 0.1, 1.1], [0.2, 1.2, -0.4], [-0.9, 0.7, 0.7], [-0.2, 1.1, 0.6], [0.9, 0.9, 0.3], [1.0, -0.1, -0.5], [0.2, -0.8, -0.6], [0.1, 0.0, -0.8], [-0.2, -0.8, -0.2], [-0.3, 0.6, 0.5], [0.0, 0.0, -0.1], [-0.1, -0.1, -0.3], [0.1, 0.1, 0.2], [0.3, 0.3, 0.1], [0.1, 0.1, 1.2], [-0.3, 1.0, -1.4], [-0.4, -0.5, 0.5], [0.1, 0.0, -0.2], [0.3, 0.1, -0.3], [0.3, -0.4, 0.4], [0.0, -0.3, 0.3], [-0.2, -0.1, 0.2], [-0.1, 0.0, 0.3], [0.0, -0.1, -0.1], [0.1, 0.1, -0.2], [0.8, 0.3, 0.1], [0.1, 0.3, 0.8], [-0.3, -0.6, -0.4], [0.1, 0.0, 0.0], [0.2, 0.0, 0.1], [-0.2, 0.0, -0.2], [-0.1, 0.1, -0.4], [-1.2, -0.3, -0.4], [1.6, -0.1, -0.4], [-0.5, -0.2, 0.6], [0.2, 0.1, -0.1], [0.2, 0.2, -0.2], [-0.5, 0.2, 0.1], [-0.4, 0.0, 0.2], [-0.2, -0.1, 0.1], [-0.3, -0.1, 0.0], [0.1, 0.1, 0.1], [0.2, 0.1, -0.1]],
  "lowdin_charge": [-0.0964, -0.2210, -0.1860, 0.0651, -0.2930, 0.1420, 0.1372, -0.0961, -0.3138, 0.1005, -0.1290, -0.0370, -0.0528, -0.0503, -0.0307, 0.0036, 0.0585, 0.0829, 0.0704, 0.0908, 0.1136, 0.1296, 0.1205, 0.1592, 0.1185, 0.1219, 0.1813, 0.1440, 0.1417, 0.0945, 0.1071, 0.1011, 0.1026, 0.1169, -0.0403, -0.4400, -0.3003, 0.0895, 0.0994, 0.1335, 0.1098, 0.0428, -0.5172, -0.2769, 0.1072, 0.0884, 0.1299, 0.1280, 0.1504, 0.1445, 0.1742, 0.1780, -0.0403, -0.4400, -0.2972, 0.0768, 0.0962, 0.1332, 0.1116, 0.0443, -0.5199, -0.2716, 0.0976, 0.0818, 0.1285, 0.1501, 0.1519, 0.1451, 0.1742, 0.1791],
  "energy_ha": -2841.4664,
  "charge": 1,
  "e_homo_ha": -0.4392,
  "lumo_ev": -3.66,
  "de_lowest_kj_mol": 220.75,
  "spin_multiplicity": 1,
  "orbital_gap_ev": 8.29
}


(2)
{
  "formula": "C22H26F3NO3S",
  "method": "ωB97M-V/def2-TZVPD",
  "species": ["O", "S", "O", "N", "C", "C", "H", "H", "C", "C", "O", "H", "H", "H", "C", "C", "H", "H", "H", "H", "C", "C", "H", "H", "C", "C", "C", "C", "C", "C", "C", "H", "H", "H", "H", "H", "H", "H", "H", "H", "H", "H", "C", "C", "C", "C", "C", "C", "H", "H", "H", "C", "F", "F", "F", "H"],
  "xyz": [[1.912, -0.669, -2.524], [1.541, -0.988, -1.180], [0.746, -2.163, -0.954], [0.900, 0.391, -0.483], [0.129, 1.235, -1.374], [-1.267, 0.662, -1.616], [-1.821, 1.309, -2.297], [-1.144, -0.309, -2.101], [-2.046, 0.456, -0.307], [-2.401, 1.799, 0.376], [-2.916, 2.796, -0.472], [-2.240, 3.045, -1.110], [-3.186, 1.620, 1.116], [-1.523, 2.189, 0.908], [-1.169, -0.378, 0.648], [0.258, 0.155, 0.792], [0.872, -0.572, 1.329], [0.280, 1.096, 1.351], [-1.636, -0.423, 1.634], [-1.099, -1.392, 0.253], [-3.329, -0.356, -0.574], [-4.334, 0.305, -1.516], [-4.494, 1.339, -1.214], [-3.946, 0.302, -2.536], [-5.678, -0.435, -1.498], [-6.334, -0.343, -0.150], [-6.863, 0.866, 0.288], [-7.438, 0.973, 1.541], [-7.494, -0.130, 2.377], [-6.972, -1.338, 1.951], [-6.395, -1.442, 0.697], [-5.989, -2.389, 0.370], [-7.013, -2.203, 2.597], [-7.944, -0.047, 3.356], [-7.846, 1.919, 1.866], [-6.823, 1.729, -0.360], [-5.520, -1.482, -1.764], [-6.332, 0.012, -2.250], [-3.046, -1.329, -0.983], [-3.819, -0.532, 0.386], [0.685, 1.286, -2.311], [0.090, 2.234, -0.928], [3.038, -1.141, -0.195], [3.890, -0.056, -0.137], [5.051, -0.160, 0.616], [5.357, -1.340, 1.286], [4.492, -2.418, 1.210], [3.325, -2.318, 0.467], [2.628, -3.138, 0.388], [4.729, -3.334, 1.729], [6.266, -1.406, 1.866], [6.007, 1.000, 0.685], [6.626, 1.085, 1.873], [5.405, 2.180, 0.484], [6.981, 0.908, -0.238], [3.638, 0.847, -0.669]],
  "atomic_forces_ev_per_a": [[0.0, 0.3, -0.1], [0.6, 0.2, 0.5], [0.0, 0.0, 0.2], [0.5, -0.7, -0.5], [-0.2, 0.0, -0.7], [0.0, 0.2, 0.3], [0.0, 0.0, -0.1], [-0.1, 0.0, -0.1], [-0.2, -0.1, 0.0], [0.3, -0.4, 0.2], [0.0, 0.4, -0.4], [-0.1, 0.0, 0.0], [0.1, -0.1, 0.0], [-0.1, 0.0, 0.0], [0.1, 0.2, -0.1], [-0.3, -0.3, 0.6], [-0.1, 0.1, 0.2], [0.1, -0.1, 0.0], [0.0, 0.0, 0.1], [-0.1, 0.0, 0.1], [0.1, 0.4, -0.1], [-0.1, -0.3, 0.1], [0.0, 0.0, -0.1], [0.0, 0.1, 0.0], [0.1, 0.2, -0.1], [-0.1, -0.1, -0.1], [0.0, 0.0, 0.0], [0.0, 0.1, 0.0], [0.0, 0.0, 0.1], [0.0, -0.1, 0.1], [0.0, 0.0, 0.0], [0.0, -0.1, -0.1], [0.0, -0.1, 0.0], [0.0, 0.0, 0.1], [0.0, 0.1, 0.0], [0.0, 0.1, -0.1], [-0.1, 0.0, 0.0], [0.0, -0.1, 0.0], [0.0, -0.1, 0.0], [0.0, -0.1, 0.1], [-0.1, 0.2, 0.0], [0.1, 0.0, 0.0], [-0.5, 0.0, -0.2], [0.3, 0.1, 0.1], [-0.1, 0.1, -0.1], [-0.1, 0.1, -0.1], [0.1, 0.1, 0.0], [-0.2, -0.1, -0.1], [0.0, -0.1, 0.1], [0.0, -0.1, 0.0], [0.1, 0.0, 0.1], [0.2, 0.2, 0.0], [0.0, -0.2, 0.2], [-0.3, 0.1, -0.1], [0.0, -0.2, -0.2], [0.0, 0.2, 0.0]],
  "lowdin_charge": [-0.2670, 0.6825, -0.2789, -0.2341, -0.1774, -0.1079, 0.1190, 0.1294, -0.4248, -0.1970, -0.0532, 0.0832, 0.1365, 0.1155, -0.1143, -0.1798, 0.1211, 0.1243, 0.1314, 0.1072, -0.1407, -0.1784, 0.0995, 0.1149, -0.1531, -0.2511, -0.0426, -0.0857, -0.0996, -0.0879, -0.0542, 0.1118, 0.1002, 0.0982, 0.1008, 0.1161, 0.1136, 0.1174, 0.1292, 0.1171, 0.1162, 0.1308, -0.2532, 0.0178, -0.0992, 0.0021, -0.0425, -0.0394, 0.1160, 0.1116, 0.1252, -0.5892, 0.1398, 0.1443, 0.1468, 0.1317],
  "energy_ha": -1832.2062,
  "e_homo_ha": -0.3323,
  "smiles": "O=S(=O)(c1cccc(C(F)(F)F)c1)N1CCC(CO)(CCCc2ccccc2)CC1",
  "lumo_ev": 0.27,
  "de_lowest_kj_mol": 20.90,
  "spin_multiplicity": 1,
  "orbital_gap_ev": 9.32
}


(3)
{
  "formula": "C22H26F4IN3O11PS3",
  "method": "ωB97M-V/def2-TZVPD",
  "species": ["C", "C", "O", "C", "P", "O", "O", "S", "C", "C", "C", "C", "I", "C", "C", "S", "O", "O", "C", "F", "F", "F", "N", "S", "O", "O", "F", "H", "H", "H", "H", "H", "H", "H", "H", "H", "H", "H", "H", "H", "H", "H", "H", "C", "C", "C", "C", "C", "C", "N", "O", "O", "H", "H", "H", "H", "H", "C", "C", "C", "C", "C", "C", "N", "O", "O", "H", "H", "H", "H", "H"],
  "xyz": [[2.226, -1.569, 1.783], [0.914, -1.473, 1.005], [0.712, -0.166, 0.416], [-0.225, 0.682, 0.957], [-0.415, 0.820, 2.835], [1.032, 0.679, 3.453], [-1.245, -0.440, 3.337], [-1.265, 2.473, 3.338], [-1.668, 0.564, 0.384], [-1.823, -0.290, -0.896], [-2.922, -1.343, -0.781], [-2.680, -2.403, 0.297], [-4.825, -0.399, -0.478], [-2.089, 2.029, 0.082], [-0.810, 2.714, -0.074], [-0.848, 4.349, -0.958], [0.425, 4.752, -1.444], [-1.892, 4.159, -1.912], [-1.513, 5.537, 0.354], [-1.103, 5.164, 1.534], [-2.808, 5.506, 0.289], [-1.073, 6.705, 0.037], [0.180, 2.046, 0.405], [1.830, 2.626, 0.459], [1.749, 3.979, 0.835], [2.576, 1.693, 1.195], [2.127, 2.489, -1.036], [2.582, -0.585, 2.062], [2.091, -2.209, 2.651], [2.987, -2.037, 1.163], [0.975, -2.153, 0.157], [0.057, -1.802, 1.586], [1.020, 1.078, 4.340], [-1.622, -1.002, 2.645], [-2.429, 0.223, 1.085], [-0.893, -0.785, -1.177], [-2.079, 0.357, -1.734], [-2.972, -1.850, -1.740], [-3.187, -2.186, 1.235], [-3.014, -3.375, -0.057], [-1.607, -2.500, 0.468], [-2.617, 2.507, 0.917], [-2.748, 2.160, -0.774], [-5.204, -3.891, -5.995], [-6.164, -4.866, -5.760], [-6.308, -5.411, -4.494], [-5.482, -4.963, -3.481], [-4.517, -3.999, -3.696], [-4.379, -3.461, -4.964], [-5.641, -5.526, -2.129], [-6.476, -6.387, -1.973], [-4.925, -5.089, -1.244], [-5.099, -3.466, -6.984], [-6.805, -5.202, -6.563], [-7.051, -6.171, -4.301], [-3.880, -3.671, -2.889], [-3.629, -2.704, -5.150], [5.975, 3.180, 2.148], [5.779, 1.807, 2.074], [6.862, 0.946, 2.139], [8.128, 1.480, 2.278], [8.346, 2.843, 2.348], [7.257, 3.697, 2.281], [9.281, 0.564, 2.366], [9.055, -0.626, 2.280], [10.377, 1.057, 2.517], [5.126, 3.851, 2.104], [4.783, 1.406, 1.972], [6.723, -0.123, 2.082], [9.347, 3.232, 2.454], [7.410, 4.766, 2.336]],
  "atomic_forces_ev_per_a": [[-0.1, -0.2, -0.3], [0.6, -0.5, -0.2], [-0.4, 0.0, 0.1], [0.1, -0.6, -0.1], [-0.7, 1.4, 0.9], [0.0, -0.4, -0.1], [0.3, -0.4, -0.7], [0.1, -0.2, -0.2], [-0.9, 0.4, -0.6], [-0.1, 0.0, 0.0], [0.3, -0.2, 0.1], [0.2, 0.1, -0.2], [-0.1, 0.0, -0.1], [0.0, -0.3, 0.0], [-0.1, 0.3, 0.4], [0.0, 0.5, -1.8], [0.2, -0.2, 0.8], [-0.3, -0.3, 0.5], [0.3, -0.6, -0.3], [0.4, -0.3, 0.8], [-1.1, -0.2, 0.0], [0.6, 1.1, -0.3], [0.0, 0.2, -0.3], [0.5, 0.5, 1.1], [-0.1, -0.1, -0.4], [-0.2, -0.1, -0.5], [-0.1, -0.1, 0.1], [0.0, 0.0, 0.3], [0.0, 0.2, 0.2], [0.1, 0.1, -0.1], [-0.2, 0.1, -0.1], [-0.1, 0.3, 0.1], [0.3, 0.0, -0.1], [-0.1, -0.1, 0.2], [0.4, -0.2, 0.4], [0.1, -0.1, 0.2], [0.1, 0.1, -0.1], [-0.2, 0.1, -0.1], [0.0, 0.0, 0.1], [-0.2, 0.0, 0.1], [0.1, 0.0, 0.0], [0.1, 0.0, 0.2], [0.1, -0.1, -0.2], [0.0, 0.0, 0.0], [0.1, 0.1, 0.0], [-0.1, -0.1, -0.1], [0.0, 0.0, 0.0], [0.2, 0.2, 0.0], [-0.1, 0.0, -0.1], [0.0, 0.0, 0.0], [0.0, 0.0, 0.0], [0.1, 0.1, 0.0], [0.0, 0.0, 0.0], [0.0, 0.0, 0.0], [0.0, 0.0, 0.1], [-0.1, -0.1, 0.1], [0.0, 0.0, 0.0], [0.0, 0.0, 0.0], [0.1, 0.1, 0.0], [-0.2, -0.1, 0.0], [-0.1, 0.1, 0.0], [0.1, 0.2, 0.0], [-0.1, 0.0, 0.0], [0.0, 0.0, 0.0], [0.0, 0.0, 0.0], [0.0, 0.0, 0.0], [0.0, 0.0, 0.0], [0.0, 0.0, 0.0], [0.1, 0.0, 0.0], [0.0, -0.1, 0.0], [0.0, 0.0, 0.0]],
  "lowdin_charge": [-0.0360, -0.1938, -0.0951, -0.4214, 0.2625, -0.1622, -0.1481, 0.4497, -0.2445, -0.2026, -0.7473, -0.1344, 0.9434, -0.1193, -0.1825, 0.8214, -0.2282, -0.2235, -0.7335, 0.1653, 0.2106, 0.2319, 0.0148, 0.6691, -0.1642, -0.1741, -0.0431, 0.0475, 0.0918, 0.0865, 0.1306, 0.0944, 0.1058, 0.0642, 0.0952, 0.1271, 0.1146, 0.0612, 0.0607, 0.0769, 0.0610, 0.1274, 0.1178, -0.0633, -0.0535, 0.0061, -0.1444, -0.0136, -0.0658, -0.3483, 0.1004, 0.0521, 0.1105, 0.1131, 0.1238, 0.0943, 0.1055, -0.0711, -0.0705, -0.0011, -0.1424, 0.0042, -0.0585, -0.3527, 0.0800, 0.0904, 0.1022, 0.0734, 0.1180, 0.1231, 0.1109],
  "energy_ha": -4078.4337,
  "charge": 1,
  "e_homo_ha": -0.4364,
  "lumo_ev": -5.83,
  "spin_multiplicity": 1,
  "orbital_gap_ev": 6.05
}